(1)
The following is a quantum chemistry calculation of a molecular structure, C33H34Br2FN5OSSeSiZr, from the Open Molecules 2025 dataset.

The calculation puts the energy above the lowest of the compared OMol25 structures with the same formula, charge and spin at 0.1 kcal per mole. For the LUMO energy, the calculation gives -0.530 eV. Its frontier orbital gap is 7.07 eV.

Positions of all 80 atoms, in Å:
Zr (0.731, -0.631, -0.087)
C (4.974, -1.831, -1.236)
Si (3.940, -1.397, 0.262)
C (2.929, -2.915, 0.692)
C (5.022, -0.986, 1.731)
N (2.798, -0.101, -0.041)
C (3.215, 1.220, -0.062)
C (4.516, 1.694, -0.277)
C (4.795, 3.053, -0.285)
C (3.798, 3.999, -0.088)
C (2.493, 3.570, 0.118)
C (2.270, 2.221, 0.123)
F (0.969, 1.751, 0.292)
H (5.679, -2.626, -0.980)
H (5.550, -0.988, -1.622)
H (4.330, -2.200, -2.037)
H (3.642, -3.727, 0.863)
H (2.271, -3.249, -0.112)
H (2.339, -2.818, 1.606)
H (5.599, -1.868, 2.021)
H (4.399, -0.694, 2.579)
H (5.726, -0.176, 1.539)
H (5.314, 0.987, -0.457)
H (5.812, 3.378, -0.462)
H (4.025, 5.055, -0.112)
H (1.669, 4.257, 0.256)
Br (0.101, -4.739, -1.392)
C (-1.406, -4.134, -0.437)
C (-2.593, -4.876, -0.559)
C (-3.700, -4.513, 0.139)
Br (-5.279, -5.541, -0.060)
C (-3.673, -3.393, 1.007)
C (-4.776, -2.994, 1.793)
C (-4.664, -1.916, 2.618)
C (-3.442, -1.222, 2.640)
N (-2.402, -1.543, 1.916)
C (-2.481, -2.631, 1.103)
C (-1.313, -3.008, 0.351)
O (-0.194, -2.318, 0.457)
H (-2.610, -5.738, -1.210)
H (-5.697, -3.558, 1.734)
H (-5.485, -1.592, 3.243)
H (-3.331, -0.360, 3.294)
S (1.184, -0.405, 2.726)
C (0.179, 0.910, 3.055)
N (-1.070, 0.939, 2.506)
C (-1.841, 2.036, 2.516)
C (-1.422, 3.138, 3.199)
C (-0.202, 3.006, 3.886)
N (0.572, 1.949, 3.822)
H (-1.404, 0.075, 2.042)
H (-2.768, 1.967, 1.964)
H (-2.006, 4.044, 3.233)
H (0.155, 3.816, 4.514)
C (-3.765, 1.701, -2.490)
C (-3.769, 0.872, -1.199)
C (-4.438, -0.486, -1.454)
C (-4.541, 1.623, -0.108)
C (-2.377, 0.638, -0.777)
C (-1.224, 0.365, -0.497)
H (-4.790, 1.877, -2.825)
H (-3.228, 1.175, -3.281)
H (-3.280, 2.665, -2.331)
H (-5.462, -0.338, -1.806)
H (-4.469, -1.077, -0.538)
H (-3.886, -1.051, -2.206)
H (-5.573, 1.786, -0.425)
H (-4.090, 2.598, 0.089)
H (-4.563, 1.043, 0.819)
Se (0.959, -1.492, -2.572)
C (1.623, 0.266, -2.991)
C (0.795, 1.382, -2.949)
C (1.339, 2.632, -3.223)
N (2.612, 2.838, -3.537)
C (3.395, 1.758, -3.590)
C (2.959, 0.472, -3.327)
H (-0.253, 1.285, -2.701)
H (0.707, 3.514, -3.183)
H (4.433, 1.935, -3.850)
H (3.651, -0.358, -3.371)

(2)
The following is a quantum chemistry calculation of a molecular structure, C33H34BrN2NaOS2, from the Open Molecules 2025 dataset.

Its net charge is -2. The calculation puts the energy above the lowest of the compared OMol25 structures with the same formula, charge and spin at 17.6 kcal per mole. For the LUMO energy, the calculation gives 3.768 eV. Its frontier orbital gap is 4.64 eV.

Positions of all 74 atoms, in Å:
Na (-0.303, 0.265, 0.604)
S (-0.373, -0.031, 4.160)
C (-0.653, 1.541, 3.694)
N (-1.016, 2.010, 2.529)
C (-1.180, 3.368, 2.491)
C (-1.578, 4.107, 1.376)
C (-1.702, 5.484, 1.478)
C (-1.431, 6.146, 2.674)
C (-1.033, 5.428, 3.796)
C (-0.916, 4.051, 3.700)
S (-0.454, 2.901, 4.916)
H (-1.772, 3.589, 0.444)
H (-2.009, 6.057, 0.611)
H (-1.526, 7.224, 2.734)
H (-0.807, 5.933, 4.728)
Br (-2.594, 2.641, -5.745)
C (-2.173, 1.868, -4.011)
C (-0.857, 1.808, -3.599)
C (-0.581, 1.257, -2.344)
C (-1.571, 0.759, -1.475)
C (-2.875, 0.846, -1.982)
C (-3.202, 1.389, -3.228)
H (-0.061, 2.177, -4.237)
H (0.466, 1.202, -2.046)
H (-3.709, 0.469, -1.383)
H (-4.230, 1.436, -3.572)
C (-3.992, -0.644, 1.744)
C (-2.936, -1.547, 1.157)
O (-1.831, -1.123, 0.941)
C (-3.279, -2.958, 0.853)
C (-4.553, -3.500, 1.028)
C (-4.802, -4.826, 0.717)
C (-3.788, -5.637, 0.227)
C (-2.513, -5.109, 0.052)
C (-2.266, -3.787, 0.364)
H (-3.566, 0.349, 1.868)
H (-4.311, -1.026, 2.716)
H (-4.859, -0.594, 1.083)
H (-5.361, -2.888, 1.408)
H (-5.797, -5.233, 0.854)
H (-3.991, -6.672, -0.019)
H (-1.715, -5.733, -0.332)
H (-1.284, -3.351, 0.237)
C (5.745, -2.551, -2.047)
C (4.331, -2.325, -1.563)
C (3.400, -3.357, -1.629)
C (2.094, -3.122, -1.176)
C (1.075, -4.237, -1.196)
C (1.746, -1.884, -0.693)
C (2.653, -0.777, -0.613)
C (3.979, -1.080, -1.067)
N (2.159, 0.366, -0.142)
C (2.956, 1.556, 0.066)
C (2.008, 2.605, 0.669)
C (3.512, 2.175, -1.237)
C (4.089, 1.328, 1.087)
H (5.879, -3.578, -2.394)
H (6.469, -2.361, -1.250)
H (5.983, -1.878, -2.875)
H (3.681, -4.332, -2.019)
H (1.432, -5.088, -1.780)
H (0.133, -3.891, -1.626)
H (0.873, -4.587, -0.178)
H (0.737, -1.701, -0.331)
H (4.759, -0.331, -1.030)
H (1.107, 2.679, 0.056)
H (2.484, 3.590, 0.714)
H (1.712, 2.314, 1.680)
H (2.674, 2.490, -1.864)
H (4.110, 1.472, -1.812)
H (4.126, 3.053, -1.009)
H (3.662, 0.876, 1.984)
H (4.565, 2.276, 1.361)
H (4.854, 0.653, 0.700)

(3)
The following is a quantum chemistry calculation of a molecular structure, C33H34CsF5N5O5P, from the Open Molecules 2025 dataset.

Its net charge is -2. The calculation puts the energy above the lowest of the compared OMol25 structures with the same formula, charge and spin at 7.8 kcal per mole. For the LUMO energy, the calculation gives 3.464 eV. Its frontier orbital gap is 4.71 eV.

Positions of all 84 atoms, in Å:
Cs (-0.664, 1.098, -0.600)
O (-2.921, 2.190, -1.155)
C (-4.161, 2.031, -1.333)
C (-4.855, 2.608, -2.444)
C (-6.212, 2.473, -2.614)
C (-6.994, 1.750, -1.710)
C (-6.353, 1.158, -0.634)
C (-4.979, 1.263, -0.421)
C (-4.445, 0.582, 0.748)
N (-3.210, 0.487, 1.084)
N (-3.055, -0.181, 2.322)
C (-1.778, -0.461, 2.492)
O (-0.813, -0.295, 1.706)
C (-1.442, -1.069, 3.843)
C (-0.122, -1.398, 4.134)
C (0.210, -1.982, 5.347)
C (-0.775, -2.257, 6.286)
C (-2.095, -1.932, 6.004)
C (-2.424, -1.341, 4.795)
H (-4.255, 3.162, -3.157)
H (-6.682, 2.940, -3.476)
H (-8.064, 1.648, -1.846)
H (-6.934, 0.579, 0.081)
H (-5.194, 0.121, 1.403)
H (0.624, -1.198, 3.376)
H (1.245, -2.228, 5.558)
H (-0.520, -2.728, 7.229)
H (-2.874, -2.142, 6.729)
H (-3.444, -1.073, 4.556)
C (5.704, -0.412, 1.290)
C (6.355, 0.813, 1.311)
C (5.711, 1.939, 0.821)
C (4.417, 1.820, 0.326)
C (3.756, 0.593, 0.298)
C (4.413, -0.523, 0.784)
N (3.832, 3.039, -0.140)
N (2.638, 2.922, -0.465)
C (2.080, 4.166, -0.935)
C (2.841, 5.108, -1.626)
C (2.175, 6.223, -2.098)
C (0.815, 6.353, -1.853)
C (0.164, 5.359, -1.138)
N (0.782, 4.272, -0.693)
H (6.199, -1.297, 1.670)
H (7.357, 0.894, 1.712)
H (6.182, 2.912, 0.810)
H (2.751, 0.523, -0.093)
H (3.898, -1.474, 0.791)
H (3.894, 4.945, -1.792)
H (2.706, 6.973, -2.671)
H (0.254, 7.196, -2.232)
H (-0.901, 5.410, -0.946)
C (2.844, -4.276, 2.321)
C (1.483, -4.033, 1.703)
O (1.471, -2.708, 1.174)
P (0.418, -2.264, 0.009)
O (0.903, -3.239, -1.240)
C (1.510, -2.492, -2.316)
C (1.873, -3.454, -3.422)
O (-0.860, -3.133, 0.516)
C (-2.136, -2.655, 0.035)
C (-2.834, -3.764, -0.723)
H (2.861, -5.234, 2.845)
H (3.078, -3.490, 3.040)
H (3.626, -4.290, 1.559)
H (0.691, -4.112, 2.452)
H (1.275, -4.753, 0.908)
H (2.404, -1.973, -1.951)
H (0.826, -1.718, -2.676)
H (2.568, -4.214, -3.061)
H (2.332, -2.913, -4.250)
H (0.981, -3.959, -3.796)
H (-1.996, -1.780, -0.607)
H (-2.709, -2.313, 0.897)
H (-2.234, -4.087, -1.574)
H (-3.802, -3.417, -1.088)
H (-3.000, -4.625, -0.073)
F (1.566, 0.434, -4.407)
C (0.288, 1.016, -4.068)
F (-0.543, 0.507, -5.104)
C (0.511, 2.461, -4.532)
F (1.423, 3.091, -3.744)
F (0.966, 2.636, -5.807)
F (-0.621, 3.192, -4.454)